{"formula": "C42H105BF4N7Na2O14", "method": "ωB97M-V/def2-TZVPD", "total_charge": 1, "orbital_gap_ev": 4.7, "e_homo_ev": -9.44, "de_lowest_ev": 9.391, "e_tot_ha": -3848.34964, "max_force_ev_per_a": 4.3, "elements": ["Na", "Na", "B", "F", "F", "F", "F", "C", "O", "C", "C", "N", "C", "C", "O", "C", "H", "H", "H", "H", "H", "H", "H", "H", "H", "H", "H", "H", "H", "H", "H", "C", "O", "C", "C", "N", "C", "C", "O", "C", "H", "H", "H", "H", "H", "H", "H", "H", "H", "H", "H", "H", "H", "H", "H", "C", "O", "C", "C", "N", "C", "C", "O", "C", "H", "H", "H", "H", "H", "H", "H", "H", "H", "H", "H", "H", "H", "H", "H", "C", "O", "C", "C", "N", "C", "C", "O", "C", "H", "H", "H", "H", "H", "H", "H", "H", "H", "H", "H", "H", "H", "H", "H", "C", "O", "C", "C", "N", "C", "C", "O", "C", "H", "H", "H", "H", "H", "H", "H", "H", "H", "H", "H", "H", "H", "H", "H", "C", "O", "C", "C", "N", "C", "C", "O", "C", "H", "H", "H", "H", "H", "H", "H", "H", "H", "H", "H", "H", "H", "H", "H", "C", "O", "C", "C", "N", "C", "C", "O", "C", "H", "H", "H", "H", "H", "H", "H", "H", "H", "H", "H", "H", "H", "H", "H"], "xyz": [[1.513227, -1.296112, 5.748562], [-0.951653, -4.122732, 1.739532], [0.375847, 0.577308, 2.124202], [0.066397, 1.503848, 3.100752], [1.666257, 0.147618, 2.328122], [-0.476923, -0.439752, 2.194872], [0.267447, 1.124568, 0.863302], [-3.925123, -2.102232, -3.168768], [-4.410103, -3.180912, -3.976858], [-4.661643, -2.823412, -5.317608], [-4.996653, -4.058732, -6.192948], [-6.097103, -4.753952, -5.575878], [-6.274873, -6.063182, -6.157988], [-7.491693, -6.696312, -5.500208], [-7.835823, -7.919972, -6.190818], [-8.937503, -8.627892, -5.642018], [-3.227523, -1.368832, -3.573218], [-3.634153, -2.472132, -2.185608], [-4.748453, -1.460382, -2.855308], [-3.963943, -2.174492, -5.846958], [-5.576433, -2.233842, -5.256948], [-4.123903, -4.709802, -6.243028], [-5.166833, -3.755822, -7.226088], [-6.108983, -4.863812, -4.571938], [-5.388373, -6.669032, -5.970498], [-6.509123, -6.017762, -7.221548], [-8.311683, -5.980382, -5.443908], [-7.101933, -6.933792, -4.510368], [-8.899453, -9.130842, -4.675738], [-9.221223, -9.459382, -6.287188], [-9.803113, -7.967092, -5.595418], [5.607247, -1.399142, 7.780852], [5.097187, -1.668182, 6.495622], [5.696387, -2.763662, 5.825792], [5.509527, -4.168352, 6.507522], [4.147707, -4.267252, 7.086262], [4.021407, -5.513252, 7.836152], [4.930247, -5.641452, 9.107072], [4.606997, -6.813412, 9.819822], [5.603317, -7.292052, 10.694572], [5.325467, -2.234992, 8.421202], [5.180477, -0.468152, 8.153962], [6.678267, -1.237242, 7.902572], [6.746607, -2.516652, 5.670452], [5.201177, -2.798982, 4.855422], [6.196287, -4.478352, 7.295152], [5.795017, -4.884502, 5.736992], [3.378817, -4.343382, 6.435792], [4.129367, -6.322502, 7.113972], [2.958287, -5.647512, 8.035782], [4.793547, -4.751602, 9.721542], [5.980967, -5.593172, 8.821122], [5.988037, -6.538482, 11.381742], [6.413957, -7.681152, 10.078492], [5.271777, -8.107742, 11.337102], [-6.039193, 7.389038, -6.807048], [-5.224063, 6.810348, -5.824948], [-5.862543, 6.652628, -4.518258], [-4.745353, 6.087268, -3.628568], [-5.360913, 5.643968, -2.400828], [-4.394623, 4.830628, -1.561358], [-3.434843, 5.653868, -0.615078], [-4.203233, 6.360168, 0.423932], [-3.312733, 6.997528, 1.334832], [-6.893873, 6.779588, -7.100638], [-5.407113, 7.565448, -7.677358], [-6.407423, 8.341018, -6.424638], [-6.724813, 5.986118, -4.536798], [-6.177143, 7.622128, -4.131998], [-4.168833, 6.994058, -3.445568], [-4.150203, 5.303228, -4.096718], [-5.297353, 6.436218, -1.777608], [-3.788103, 4.206898, -2.218018], [-4.884843, 3.991128, -1.068378], [-2.863053, 6.338578, -1.241428], [-2.713443, 4.986058, -0.144218], [-2.743323, 7.829388, 0.920252], [-2.546543, 6.298908, 1.670932], [-3.904543, 7.316588, 2.192782], [-5.135533, -0.240702, 3.224012], [-4.880623, 0.464858, 4.401662], [-4.222033, 1.720568, 4.188322], [-3.716423, 2.374318, 5.542472], [-2.518753, 1.772318, 6.032592], [-2.155923, 2.468538, 7.320772], [-0.828043, 1.964358, 7.897342], [0.208597, 1.951368, 6.881942], [0.744707, 3.257468, 6.629182], [-5.604663, -1.214442, 3.364872], [-4.120823, -0.460662, 2.892252], [-5.731773, 0.247858, 2.453362], [-4.864713, 2.468938, 3.724622], [-3.393713, 1.540708, 3.503032], [-4.577103, 2.328708, 6.209742], [-3.578003, 3.446398, 5.402512], [-1.763093, 1.882128, 5.371532], [-2.972153, 2.389608, 8.038842], [-2.048663, 3.540628, 7.155742], [-0.970613, 0.911598, 8.141242], [-0.553193, 2.367298, 8.872122], [1.039567, 3.649858, 7.602412], [-0.015993, 3.940738, 6.251592], [1.600427, 3.303528, 5.955582], [0.768117, -3.014372, -1.773958], [-0.020263, -4.157842, -1.458198], [-0.361573, -4.932752, -2.576668], [-1.324273, -6.010482, -2.169158], [-2.430143, -5.472532, -1.418258], [-3.466603, -6.494702, -1.261708], [-4.621613, -5.855142, -0.551078], [-5.277093, -4.894032, -1.395348], [-6.676693, -4.754412, -1.205208], [1.022757, -2.521782, -0.835538], [0.231987, -2.333732, -2.435318], [1.665587, -3.363172, -2.284828], [0.517997, -5.401762, -3.017658], [-0.850973, -4.310092, -3.325598], [-0.746183, -6.667612, -1.519448], [-1.568793, -6.460842, -3.131178], [-2.789033, -4.718702, -1.986618], [-3.172563, -7.394142, -0.720738], [-3.793203, -6.857482, -2.236298], [-4.407673, -5.324682, 0.376792], [-5.407773, -6.531452, -0.215418], [-6.891863, -3.856782, -1.784928], [-6.915333, -4.558032, -0.159948], [-7.234463, -5.636162, -1.520658], [2.145257, 9.004718, 2.847602], [2.184387, 7.778818, 2.112252], [2.284777, 7.931708, 0.701812], [1.872107, 6.552438, -0.017898], [1.958367, 6.646508, -1.430478], [1.317857, 5.525138, -2.086438], [1.072577, 6.010158, -3.586978], [-0.037503, 6.916058, -3.684988], [-0.225213, 7.357078, -5.040888], [1.358987, 9.628358, 2.422232], [3.091957, 9.524728, 2.701112], [2.014087, 8.802338, 3.910582], [3.323957, 8.109968, 0.425352], [1.661537, 8.748488, 0.337772], [0.853307, 6.406978, 0.341262], [2.465167, 5.742508, 0.406822], [1.671987, 7.567278, -1.730958], [0.353357, 5.190868, -1.704198], [2.064947, 4.735588, -2.005338], [0.917637, 5.110398, -4.182388], [1.976617, 6.395978, -4.058088], [-1.039803, 8.080678, -5.010158], [-0.369943, 6.621748, -5.832348], [0.645707, 7.936018, -5.348238], [6.781567, 1.307718, -1.033678], [8.047847, 0.861048, -1.443688], [7.876917, -0.329462, -2.218398], [9.151767, -0.951612, -2.744098], [9.567957, -0.100522, -3.816898], [10.892667, -0.489542, -4.392288], [10.837357, -1.837812, -5.166438], [10.012597, -1.488302, -6.320678], [9.933647, -2.568512, -7.248728], [6.013627, 1.437318, -1.796288], [6.922027, 2.218348, -0.451338], [6.364627, 0.670468, -0.253828], [7.175577, -0.175492, -3.038458], [7.456847, -1.109512, -1.583438], [8.951997, -1.974922, -3.061938], [9.992647, -0.964562, -2.050658], [9.489657, 0.862528, -3.522778], [11.567267, -0.567322, -3.539658], [11.419727, 0.253748, -4.990478], [10.325937, -2.573542, -4.545748], [11.797167, -2.227712, -5.505328], [10.889087, -2.885352, -7.666878], [9.357197, -2.228472, -8.109058], [9.365497, -3.376762, -6.788248]], "forces_ev_per_a": [[0.18, 0.74, -0.11], [-0.14, 0.24, -0.85], [0.86, 2.44, -0.85], [-0.31, 0.78, 1.03], [1.67, -1.00, 0.58], [-2.33, -3.57, 0.61], [0.05, 0.56, -0.88], [-1.50, 0.21, 0.72], [1.97, 0.24, 0.22], [-1.72, 0.07, -0.96], [0.90, 0.68, 2.13], [-1.03, -0.25, -1.24], [-1.12, -0.12, -0.12], [0.74, -1.26, -0.15], [0.17, 0.26, 0.88], [-0.94, 0.17, -0.54], [0.54, -0.70, -0.54], [0.61, -0.48, -0.33], [-0.62, 0.17, -0.33], [0.81, -0.15, 0.50], [-0.34, 0.25, -0.39], [0.52, -0.17, 0.05], [-0.56, 0.13, 0.10], [0.76, 0.59, 0.09], [0.12, -0.44, -0.34], [0.42, 0.22, -0.18], [-0.19, -0.12, -0.10], [-0.65, -0.20, 0.63], [1.06, 0.46, 0.52], [0.32, 0.26, -0.53], [-0.19, 0.14, 0.01], [-0.29, -0.22, 0.77], [-0.09, 0.31, -0.35], [0.04, -0.40, 0.89], [-0.60, 1.11, -0.44], [0.91, -0.20, 0.57], [-0.34, -0.82, 0.19], [-0.64, 0.21, -0.68], [-0.73, 0.04, -0.11], [0.71, -0.02, -0.20], [-0.01, 0.10, 0.37], [-0.39, -0.15, -0.15], [0.36, -0.27, -0.78], [0.22, -0.33, -0.11], [0.04, -0.02, -0.06], [0.10, 0.98, 0.13], [-0.57, -0.41, -0.44], [0.42, 0.39, -0.71], [0.93, -0.68, 0.26], [-0.04, 0.29, 0.95], [-0.29, 0.19, 0.22], [0.20, -0.51, -0.07], [0.02, 0.37, -0.12], [0.38, 0.00, 0.15], [-0.61, 0.04, -0.39], [0.16, 0.43, 0.21], [-0.61, -0.53, 1.12], [1.38, -0.60, -1.39], [-0.90, 1.36, -0.33], [1.62, -0.97, 2.43], [0.44, -0.44, -0.22], [-1.72, -0.42, -0.20], [1.23, -0.49, -1.20], [-0.14, -0.45, 0.05], [-0.08, -0.26, 0.07], [-0.10, 0.02, -0.01], [-0.21, 0.29, -0.22], [-0.05, -0.13, -0.28], [-0.12, 0.17, -0.04], [0.98, -0.30, -0.09], [-0.22, 0.12, -0.19], [-1.26, 0.75, -0.11], [0.60, 0.47, -0.39], [-0.61, 0.61, 0.77], [-0.01, 0.43, 0.07], [-0.04, -0.19, 0.15], [-0.31, 0.30, -0.33], [0.00, -0.30, 0.22], [0.07, 0.11, -0.12], [1.24, -0.47, -0.37], [-0.92, 0.99, 1.13], [0.50, 0.25, 0.94], [-1.25, -0.67, -2.11], [0.35, -0.01, 2.46], [0.71, -0.08, -0.88], [-0.54, -1.45, -1.02], [0.10, 0.21, 0.33], [-0.51, 0.38, 0.96], [-0.18, 0.15, 0.80], [0.02, -0.19, -1.16], [0.11, 0.55, 0.05], [-0.41, -0.17, -0.17], [0.36, 0.12, -0.04], [0.24, -0.48, 0.48], [-0.01, 0.36, -0.52], [0.14, 0.11, -0.14], [0.05, -0.40, 0.03], [-0.08, 0.39, -0.19], [0.00, -0.28, -0.22], [0.31, 0.87, -0.29], [0.32, 0.28, 0.03], [-0.11, -0.09, -0.25], [-0.19, -0.72, -0.03], [0.02, -0.60, -0.12], [0.08, 0.38, 0.83], [-0.23, 0.33, 0.03], [1.33, 0.43, 0.26], [0.29, -0.83, 0.17], [-0.66, 0.77, 0.06], [-2.33, 0.60, 0.08], [0.74, -0.47, -0.16], [0.79, 0.50, 0.10], [0.01, 0.08, -0.17], [-0.09, 0.11, 0.05], [0.28, 0.25, 0.00], [0.22, 0.07, -0.16], [0.05, 0.32, -0.26], [-0.25, -0.60, -0.15], [-0.42, -0.68, 0.10], [-0.62, 0.28, 0.07], [0.62, 0.25, 0.25], [-0.29, -0.03, -0.20], [0.91, 0.06, 0.20], [0.17, -0.80, -0.28], [-0.55, -0.26, -0.05], [-0.05, 0.06, 0.21], [-0.03, -0.02, -0.25], [0.45, -0.42, -1.17], [-0.40, -0.18, 0.11], [0.41, -1.85, -0.35], [-0.12, 2.09, 2.38], [0.25, 0.20, 0.43], [0.43, 2.01, -2.48], [-0.03, -1.52, 0.74], [0.63, -0.89, -0.65], [0.43, 1.12, 0.75], [-0.24, 0.20, 0.35], [0.16, 0.23, 0.15], [-0.19, -0.14, -0.23], [0.18, 0.38, -0.04], [-0.21, 0.10, -0.04], [-0.44, -0.36, 0.00], [0.22, -0.02, -0.14], [-0.47, -0.21, -0.32], [-0.14, 0.12, 0.41], [-0.38, -0.48, -0.50], [-0.67, -0.24, -0.16], [0.23, 0.69, 0.43], [-0.20, -0.33, -0.08], [-0.29, -0.59, 0.48], [0.32, 0.06, -0.03], [0.00, 0.51, 1.60], [-0.16, -0.58, -1.15], [0.02, -1.15, 1.18], [0.25, 1.45, -0.21], [0.96, -0.36, -2.44], [0.08, -0.38, 1.07], [-1.60, 2.12, -0.57], [1.05, -1.14, 0.13], [-0.75, 0.72, 0.09], [0.32, 0.05, -0.40], [0.11, 0.40, -0.56], [-0.16, -0.73, -0.12], [0.08, 0.20, -0.19], [-0.51, 0.03, 0.42], [-0.15, 0.06, -0.13], [-0.24, -0.40, 0.99], [0.44, 0.04, -0.18], [0.46, -0.58, 0.30], [-0.84, 0.26, -0.36], [0.01, -0.33, -0.13], [0.19, 0.20, 0.19], [0.30, -0.16, 0.42], [-0.12, 0.19, 0.11], [0.25, -0.44, -0.07]], "mulliken_charge": [0.947, 0.924, 0.521, -0.358, -0.394, -0.372, -0.400, -0.971, -0.038, -0.801, -0.523, -0.278, -0.609, -0.499, -0.332, -0.758, 0.387, 0.209, 0.352, 0.444, 0.368, 0.318, 0.379, 0.195, 0.302, 0.330, 0.418, 0.226, 0.293, 0.274, 0.318, -0.617, -0.246, -0.661, -0.672, -0.136, -0.672, -0.446, -0.377, -0.710, 0.180, 0.253, 0.301, 0.380, 0.256, 0.361, 0.427, 0.193, 0.337, 0.368, 0.233, 0.398, 0.298, 0.297, 0.277, -0.730, -0.238, -0.622, -0.294, -0.371, -0.908, -0.400, -0.408, -0.685, 0.275, 0.228, 0.311, 0.379, 0.296, 0.161, 0.317, 0.312, 0.340, 0.393, 0.330, 0.471, 0.297, 0.280, 0.267, -0.571, -0.350, -0.409, -0.817, -0.257, -0.626, -0.664, -0.210, -0.834, 0.271, 0.170, 0.293, 0.339, 0.261, 0.378, 0.458, 0.216, 0.502, 0.309, 0.250, 0.414, 0.373, 0.266, 0.280, -0.735, -0.190, -0.717, -0.755, 0.002, -0.587, -0.653, -0.088, -1.013, 0.211, 0.283, 0.315, 0.434, 0.387, 0.387, 0.344, -0.002, 0.446, 0.268, 0.205, 0.518, 0.232, 0.418, 0.346, -0.703, -0.265, -0.629, -0.466, -0.339, -0.411, -0.805, -0.249, -0.851, 0.302, 0.297, 0.227, 0.352, 0.365, 0.218, 0.252, 0.276, 0.231, 0.356, 0.484, 0.418, 0.261, 0.323, 0.358, -0.765, -0.324, -0.711, -0.488, -0.305, -0.859, -0.413, -0.298, -0.769, 0.309, 0.287, 0.311, 0.357, 0.405, 0.247, 0.358, 0.254, 0.445, 0.403, 0.254, 0.448, 0.298, 0.250, 0.306]}